5 unconnected molecules or ions with the total composition C5H24N3O4 at a distorted geometry. Source: the OMol25 dataset; level of theory: ωB97M-V with the def2-TZVPD basis set.

```
! wB97M-V def2-TZVPD RIJCOSX def2/J DEFGRID3
* xyz 0 2
O -1.89064 -1.22956 2.32872
O -2.15276 1.08035 0.94811
O -2.26468 -1.32850 -0.49260
O -0.63215 2.40380 -1.99765
N 0.69470 -0.26518 -0.71492
N 0.52448 1.51808 1.46095
N -0.26127 -2.75769 -0.28958
C 0.73620 -1.14353 -1.88150
C 1.62222 0.51479 1.38611
C 0.88224 2.81250 0.93489
C 1.92803 0.10314 -0.03312
C 0.65433 -2.61662 -1.44087
H 2.40054 0.92306 -0.59213
H 1.12241 -0.35053 1.82855
H -2.03543 -0.44571 -0.13097
H 2.57080 -0.77683 0.02401
H -0.07693 -0.92776 -2.56669
H -3.06685 -1.63188 -0.02267
H -0.06984 -3.69285 0.18052
H -0.24775 -1.88351 0.25806
H -2.48968 1.90317 0.57937
H -1.53186 -0.52579 1.78065
H 0.06282 3.53020 0.98543
H -2.13320 -0.86031 3.15656
H 0.25580 1.48135 2.43282
H 1.61835 -2.96395 -1.06716
H 0.16636 0.57491 -0.92377
H -1.17467 1.15531 1.06523
H 1.04633 2.72429 -0.13803
H 1.69152 -0.92878 -2.37350
H 2.47542 0.91254 1.93856
H -1.26152 -2.77119 -0.54819
H 1.81097 3.22686 1.34236
H -1.27987 2.38265 -2.71185
H -0.02313 3.03843 -2.39949
H 0.32866 -3.18527 -2.30619
*
```

Its HOMO energy (spin up / spin down) is -2.28 / -9.26 eV. The energy above the lowest of the compared OMol25 structures with the same formula, charge and spin comes out at 0.0 kcal/mol. As for the molar mass: 190.3 g mol⁻¹. The total energy comes out at -18230.8624 eV. Its HOMO-LUMO gap (spin up / spin down) is 2.3 / 9.2 eV.